C13H19N4O6PS2 in the gas phase at a distorted geometry. Source: the OMol25 dataset; level of theory: ωB97M-V/def2-TZVPD.

Kohn-Sham gap: 0.3092 hartree
Total charge: 0
E: -62995.4765 eV
SMILES: C=C(C)CN1C(=O)[C@@H](C)S/C1=N\N=C1\S[C@H](O[P@@](=O)(O)OC)C(=O)N1C

Geometry as XYZ:
```
45
Properties=species:S:1:pos:R:3:forces:R:3
O 4.402280 -1.570733 -1.419470 -1.21 -0.14 0.28
O -3.435531 0.893873 3.657907 0.68 0.02 0.42
O 4.854170 -3.410389 -3.825268 -0.05 -0.13 0.03
N -0.141658 -0.993510 -0.556061 0.23 -2.09 -1.61
N -0.284841 -0.105496 0.432711 -1.76 1.44 2.05
O 5.607964 -4.250452 -1.575658 -0.92 -0.11 0.01
O 4.697892 -5.913703 -3.415551 -0.67 1.24 1.66
O 3.043927 -4.154531 -2.205148 1.59 0.04 -0.09
S 0.833615 -2.698834 -2.245426 -0.10 0.09 0.05
S -2.502080 -1.627693 0.904373 -0.07 0.43 0.61
C 3.183918 -1.705575 -1.531209 2.15 -0.22 0.06
C -2.883059 0.229712 2.809612 -1.53 1.62 -0.23
C 0.959735 -1.345336 -1.120246 -1.98 0.53 1.45
C -1.426550 -0.251360 1.101440 2.81 -0.01 -1.64
C -2.818485 3.707525 1.796058 1.41 -1.52 0.55
C -1.707298 3.026182 1.406375 -2.47 2.07 -0.27
N 2.257276 -0.921758 -0.899261 0.61 -0.25 -0.51
N -1.788219 0.660197 2.077665 0.17 -1.38 -0.41
C 5.587572 -6.015452 -4.548671 0.85 0.26 0.27
C -1.081527 3.307753 0.071586 0.19 0.24 0.28
C 2.616466 -2.800937 -2.464525 -0.96 0.45 -0.36
C 2.624060 0.236116 -0.072738 0.06 0.66 0.03
C -1.111358 1.961217 2.235901 0.89 -0.53 0.21
C -4.996876 -0.679157 1.671245 0.12 -0.31 0.75
C -3.597277 -0.992422 2.268636 0.33 -0.99 -0.67
P 4.584006 -4.410048 -2.777089 0.03 0.28 -2.51
H 5.540646 -3.269451 -1.436424 0.31 -0.37 0.28
H -3.322133 3.484074 2.742161 0.26 0.04 -0.29
H -3.253811 4.463172 1.186823 -0.19 0.48 -0.46
H 5.629696 -7.029429 -4.908613 -0.27 -0.57 0.44
H 6.598236 -5.715238 -4.238927 -0.28 -0.03 -0.22
H 5.263527 -5.421925 -5.383022 -0.25 0.59 -0.08
H -1.310513 2.468579 -0.573447 0.44 -0.26 -0.36
H -1.473609 4.205386 -0.409433 -0.12 -0.04 0.21
H 0.001580 3.454224 0.200363 -0.20 -0.30 -0.30
H 2.842802 -2.497526 -3.501726 0.29 -0.38 0.57
H 2.622530 -0.029863 0.995919 -0.20 0.15 -0.44
H 1.938761 1.082560 -0.282059 0.18 -0.79 0.29
H 3.627715 0.602059 -0.330188 -0.22 -0.59 -0.13
H -0.036246 1.894382 1.927251 -0.92 -0.56 0.57
H -1.195238 2.208652 3.284131 0.07 0.04 0.29
H -4.916109 -0.024140 0.824454 0.24 0.27 -0.50
H -5.666537 -0.182937 2.376208 0.24 -0.14 0.25
H -5.481993 -1.607271 1.342740 0.23 0.18 0.08
H -3.653811 -1.756561 3.078789 0.01 0.57 -0.63
```
Forces are in eV/Å.

Atom charges from the Mulliken analysis, given in e for atoms 1 to 4:
1 O -0.7205
2 O -0.6080
3 O -0.6232
4 N -0.6294

=====

A molecular structure, C13H19N5RhS. Source: the OMol25 dataset; level of theory: ωB97M-V/def2-TZVPD.

Kohn-Sham gap (alpha / beta): 0.1877 / 0.1875 hartree
Total charge: +3
E: -35055.1442 eV

Geometry as XYZ:
```
39
Properties=species:S:1:pos:R:3:forces:R:3
Rh 0.625053 0.590760 0.657919 0.49 -0.19 -0.24
C 1.005094 -1.623947 -3.101544 0.02 -0.02 0.03
C 1.086906 -1.597821 -1.634204 -0.23 -0.08 -0.05
C 2.015264 -0.661555 -1.006356 -0.12 0.19 0.11
C 2.331530 -0.818749 0.328036 0.12 0.23 0.08
C 1.376213 -1.462871 1.153567 -0.09 -0.06 0.11
C 0.499340 -2.438273 0.529501 -0.12 -0.01 -0.18
C 0.390775 -2.510251 -0.837835 0.09 -0.11 0.06
H 1.912892 -2.139003 -3.459559 0.00 0.02 -0.04
H 1.046308 -0.622503 -3.535099 0.02 -0.01 0.00
H 0.147011 -2.180626 -3.470303 0.00 0.00 0.01
H 2.624685 -0.040166 -1.652471 0.03 -0.02 0.01
H 3.231033 -0.374935 0.736595 0.00 -0.01 0.01
H 1.579327 -1.590948 2.210243 -0.04 0.04 0.01
H -0.012139 -3.150505 1.163032 -0.03 0.01 -0.01
H -0.216557 -3.275886 -1.302948 -0.02 0.02 0.00
N 2.054484 1.541849 1.976070 -0.01 0.01 -0.04
N 1.504841 2.589833 2.751625 0.00 -0.06 -0.04
C 0.228512 2.935255 2.599075 0.02 0.15 0.14
N -0.280509 3.950549 3.246775 0.05 -0.06 -0.03
S -0.805840 2.017893 1.528822 -0.21 -0.01 0.07
H 2.474333 0.870811 2.621318 0.01 0.02 0.02
H 2.808142 1.938066 1.409821 0.01 0.01 0.00
H 2.130763 3.074578 3.386601 0.00 0.01 0.00
H 0.262983 4.546545 3.861568 -0.01 0.01 0.00
H -1.261484 4.181890 3.146078 0.00 0.01 0.01
N -1.987982 -1.256844 1.070536 0.07 -0.12 0.12
C -2.029051 -0.662410 -0.154389 -0.03 0.08 -0.24
C -3.087535 -0.913517 -1.045491 0.03 -0.05 0.19
C -3.108017 -0.300867 -2.268475 0.08 0.09 -0.11
C -2.068310 0.576983 -2.623073 -0.12 -0.06 -0.04
C -1.051228 0.759346 -1.738832 0.10 -0.03 0.23
N -1.000762 0.121990 -0.528279 0.00 -0.08 -0.17
H -2.819628 -1.751083 1.363038 -0.02 -0.02 0.01
H -1.501813 -0.796836 1.823357 -0.01 0.07 0.01
H -3.890569 -1.567226 -0.730263 -0.01 0.00 -0.02
H -3.929080 -0.478676 -2.950809 -0.01 0.01 0.00
H -2.065019 1.100806 -3.568032 -0.01 0.00 0.00
H -0.219967 1.418344 -1.955617 -0.01 0.02 -0.03
```
Forces are in eV/Å.

Atom charges from the Mulliken analysis, given in e for atoms 1 to 4:
1 Rh 0.4784
2 C -1.6527
3 C 0.8866
4 C 0.1922

=====

C13H19NO in the gas phase at a distorted geometry. Source: the OMol25 dataset; level of theory: ωB97M-V/def2-TZVPD.

Kohn-Sham gap: 0.3257 hartree
Total charge: 0
E: -17322.2230 eV
SMILES: CNCCCOc1ccc2c(c1)CCC2

Geometry as XYZ:
```
34
Properties=species:S:1:pos:R:3:forces:R:3
C -3.755668 2.156760 0.994874 -2.03 0.44 -0.45
C -4.246550 0.017319 0.101433 -0.52 -1.96 -0.06
C -3.596422 -1.241609 -0.731114 -1.51 0.30 -4.02
C -2.027274 -1.502811 -0.606132 -0.31 -0.87 1.42
C 0.044990 -0.395000 -0.302486 0.55 -0.33 1.40
C 0.485106 -1.419995 0.648091 -1.04 1.35 -0.82
C 1.809522 -1.348801 1.022271 1.49 0.57 0.20
C 2.708214 -0.410357 0.529446 -2.26 0.29 -0.77
C 4.109727 -0.239023 0.944025 -1.21 3.41 -0.91
C 4.508346 0.554757 -0.317716 4.76 -1.26 -1.61
C 3.374613 1.412027 -0.847653 1.43 2.87 -1.31
C 2.291939 0.605128 -0.410937 -2.05 -3.59 1.91
C 0.972619 0.606988 -0.739033 -2.84 0.29 -2.29
H -3.026821 2.829805 1.386661 0.80 0.10 0.58
H -4.229271 2.763970 0.167565 0.00 -0.53 0.56
H -4.572401 1.995961 1.766652 1.10 -0.01 -0.78
H -2.675127 1.159295 -0.305806 1.07 0.09 -1.24
H -5.133490 0.539361 -0.345784 0.81 -0.43 -0.96
H -4.818722 -0.365351 1.003238 1.29 -0.01 -0.43
H -4.262193 -2.160581 -0.526718 1.61 1.14 0.02
H -3.792334 -1.149929 -1.988281 0.32 0.33 3.44
H -2.068434 -1.945676 0.573478 1.16 1.07 -3.30
H -1.436486 -2.198659 -1.479010 -2.32 1.25 2.79
H -0.122039 -2.159141 1.223436 0.21 0.86 -1.17
H 2.254431 -1.994923 1.778642 -0.53 -0.27 -0.10
H 4.073680 0.368780 1.858588 0.68 -0.37 0.08
H 4.682585 -1.093865 0.925028 1.16 -1.89 0.89
H 4.863402 -0.426375 -0.954945 -1.48 2.66 0.32
H 5.491610 1.112113 -0.349982 -0.93 -0.39 0.71
H 3.458320 1.700123 -1.989904 -0.31 -0.86 2.23
H 3.256746 2.437851 -0.297616 0.76 -1.54 -0.81
H 0.571185 1.339428 -1.557080 0.68 -1.31 1.70
N -3.204485 0.914670 0.477373 -1.15 0.79 2.17
O -1.269777 -0.240896 -0.742525 0.62 -2.19 0.61
```
Forces are in eV/Å.

Atom charges from the Mulliken analysis, given in e for atoms 1 to 4:
1 C -0.9589
2 C -0.6281
3 C -0.8137
4 C -0.1842

=====

A molecular structure, C13H20AsO3PbS9. Source: the OMol25 dataset; level of theory: ωB97M-V/def2-TZVPD.

Kohn-Sham gap: 0.2395 hartree
Total charge: -1
E: -183555.8714 eV

Geometry as XYZ:
```
47
Properties=species:S:1:pos:R:3:forces:R:3
Pb -1.046314 1.438467 1.186323 -0.17 -0.13 0.03
S 0.618385 1.041329 3.219085 0.00 0.06 0.00
S -0.777904 0.876996 4.752171 -0.03 -0.03 -0.05
S -1.905540 2.555641 4.596308 0.07 0.06 0.03
S -2.964673 2.283431 2.838398 0.00 0.04 0.05
S -0.101211 4.431328 -2.954857 -0.05 0.04 0.16
C 0.143151 3.370851 -1.706089 0.00 0.05 -0.22
S 0.180737 3.682495 -0.054255 0.17 0.11 0.06
S 0.452810 1.810610 -2.530710 0.00 -0.33 0.09
O 7.626044 -0.451065 -0.448498 0.10 0.00 0.05
C 6.860890 0.658628 -0.307149 -0.05 -0.04 -0.07
O 7.383957 1.693660 -0.008782 0.03 0.09 0.01
C 5.393199 0.510716 -0.549546 -0.06 0.00 0.03
C 4.750223 -0.718229 -0.666177 0.01 -0.08 0.08
C 3.382587 -0.782899 -0.872289 -0.03 0.01 0.02
C 2.635899 0.388071 -0.970326 0.05 0.03 -0.08
S 0.890154 0.237725 -1.241319 0.04 0.30 -0.02
C 3.266120 1.622531 -0.836435 0.08 0.05 0.01
C 4.633322 1.675688 -0.630610 0.02 0.01 0.00
H 7.090448 -1.199935 -0.725402 -0.07 -0.03 -0.05
H 5.289533 -1.657073 -0.578760 -0.03 0.03 0.00
H 2.888064 -1.743062 -0.961457 0.03 0.02 -0.04
H 2.687758 2.537938 -0.874668 0.01 -0.08 -0.02
H 5.140511 2.625621 -0.521174 -0.05 -0.02 0.01
C -0.464523 -2.716602 0.814853 0.07 0.18 0.07
S -1.779616 -1.842026 1.683177 -0.03 -0.45 0.17
C -1.300894 -2.382940 3.327980 0.04 0.08 -0.05
O -3.038723 -2.569955 1.341226 0.04 0.08 -0.02
H -0.507075 -3.766982 1.107389 -0.01 0.04 -0.07
H 0.498917 -2.270840 1.081328 -0.10 -0.03 -0.05
H -0.658227 -2.598869 -0.250274 0.04 0.01 0.01
H -1.207736 -3.470242 3.346521 -0.05 0.06 -0.04
H -2.078980 -2.046072 4.008214 0.01 0.02 0.02
H -0.360643 -1.887460 3.575767 -0.02 -0.03 0.04
C -4.901662 0.001571 0.021226 -0.01 -0.01 0.08
As -3.232280 -0.174182 -0.979919 -0.17 -0.13 -0.37
C -3.538360 1.309990 -2.227593 0.02 0.10 0.04
C -3.808480 -1.634868 -2.161739 -0.07 -0.01 0.07
H -5.752213 0.077728 -0.658079 0.03 0.01 -0.02
H -4.863283 0.887714 0.655915 0.01 -0.01 0.00
H -5.011469 -0.874607 0.657748 0.02 -0.01 0.02
H -4.532620 1.253028 -2.674425 0.00 -0.04 0.04
H -2.786386 1.306908 -3.015174 0.05 -0.03 0.00
H -3.447803 2.254563 -1.687266 0.01 -0.02 -0.02
H -4.766975 -1.398600 -2.627456 0.02 0.01 0.00
H -3.914954 -2.534686 -1.555455 0.03 0.00 -0.01
H -3.064165 -1.812034 -2.937748 0.02 0.02 0.01
```
Forces are in eV/Å.

Atom charges from the Mulliken analysis, given in e for atoms 1 to 4:
1 Pb 0.8567
2 S -0.3854
3 S -0.1602
4 S -0.1379

=====

A molecular structure, C13H20BeN3 at a distorted geometry. Source: the OMol25 dataset; level of theory: ωB97M-V/def2-TZVPD.

Kohn-Sham gap: 0.1466 hartree
Total charge: -1
E: -18676.7919 eV

Geometry as XYZ:
```
37
Properties=species:S:1:pos:R:3:forces:R:3
C 0.172699 -1.760460 -0.818728 1.03 0.19 -0.58
Be 0.208624 0.041237 -0.129177 -1.06 -2.70 0.09
N -0.115887 1.907306 0.819325 0.38 1.25 0.09
N -0.246087 0.719594 -1.822547 0.18 1.13 -0.83
H 0.850589 2.192256 1.004685 -0.31 0.12 0.08
H -1.045434 -0.357957 0.156386 -1.87 0.56 1.01
H 0.002553 -2.460927 0.012375 0.09 0.08 -0.24
H 1.177250 -1.905390 -1.249092 -0.01 -0.76 -0.26
H -0.599748 -1.894474 -1.592317 0.01 -0.12 0.06
H 0.438164 1.432149 -2.093432 -0.38 -0.10 -0.35
H -1.181488 1.146032 -1.802859 0.70 -0.25 0.23
H -0.275306 -0.010195 -2.549878 0.27 0.30 0.77
H -0.592760 2.675055 0.337872 0.14 -0.21 0.20
H -0.572080 1.797670 1.731610 0.20 -0.28 -0.57
C 5.112659 -2.069434 0.359413 0.45 -0.29 0.18
C 4.474322 -1.296721 -0.618423 -0.27 -0.10 0.49
C 3.246300 -0.714628 -0.352727 0.32 -0.10 0.29
C 2.640000 -0.892284 0.912470 -1.37 0.46 0.65
C 3.298484 -1.686965 1.897891 0.20 0.00 -0.19
C 4.533431 -2.269342 1.622149 -0.56 0.60 -0.52
N 1.391729 -0.316714 1.137954 1.06 0.10 0.37
C 0.950697 -0.245975 2.479532 0.39 0.05 -0.28
C -0.277750 -0.806234 2.888021 0.41 -0.07 -0.24
C -0.714685 -0.645872 4.194700 0.38 0.37 0.36
C 0.066476 0.063423 5.116919 0.16 0.15 -0.03
C 1.300318 0.610620 4.727682 -0.31 -0.20 0.04
C 1.736876 0.450878 3.424481 -0.18 -0.21 -0.31
H 6.075083 -2.525434 0.145837 -0.05 0.05 -0.05
H 4.931309 -1.147036 -1.591316 0.06 -0.08 0.06
H 2.726061 -0.114247 -1.100305 0.12 -0.16 0.18
H 2.823036 -1.838926 2.876271 0.23 0.05 -0.56
H 5.018800 -2.860174 2.399939 0.02 0.06 -0.31
H -0.850320 -1.378909 2.159175 0.13 0.33 0.10
H -1.668817 -1.067066 4.507496 0.17 0.03 -0.05
H -0.268871 0.195035 6.141719 -0.05 -0.04 -0.09
H 1.928151 1.161510 5.429176 -0.24 -0.14 -0.01
H 2.708151 0.832054 3.085075 -0.41 -0.05 0.21
```
Forces are in eV/Å.

Atom charges from the Mulliken analysis, given in e for atoms 1 to 4:
1 C -1.3051
2 Be 0.1581
3 N -0.6257
4 N -0.3800